Entry 1:
{
  "formula": "C20H16CdNO6",
  "method": "ωB97M-V/def2-TZVPD",
  "total_charge": -1,
  "homo_lumo_gap_ev": 8.733,
  "e_tot_ha": -1445.6701,
  "homo_ha": -0.21699,
  "fmax_ha_per_bohr": 0.0066,
  "lumo_energy_ev": 2.83,
  "species": ["Cd", "O", "C", "C", "O", "O", "C", "C", "C", "C", "C", "C", "C", "C", "C", "C", "C", "C", "H", "H", "H", "H", "H", "H", "H", "H", "H", "H", "H", "C", "C", "C", "C", "C", "C", "H", "H", "H", "H", "H", "O", "N", "O", "O"],
  "positions_angstrom": [[0.48392, 0.03847, -1.60444], [-0.96827, 1.17165, 0.10244], [-0.26638, 0.84568, 1.32137], [1.24532, 1.27089, 1.14759], [1.89511, 1.58881, 2.13342], [1.63850, 1.21458, -0.06273], [-0.95481, 1.50026, 2.50822], [-0.42887, 1.36921, 3.79294], [-1.06580, 1.95355, 4.87428], [-2.24408, 2.67249, 4.69938], [-2.78157, 2.79189, 3.42859], [-2.14017, 2.20722, 2.34112], [-0.36504, -0.66919, 1.45318], [0.71834, -1.43838, 1.85458], [0.58153, -2.81344, 1.99884], [-0.63281, -3.42684, 1.73744], [-1.71686, -2.66095, 1.32670], [-1.58494, -1.28958, 1.19211], [-0.76161, 2.09544, -0.09471], [0.48901, 0.81779, 3.93763], [-0.63779, 1.85009, 5.86437], [-2.73981, 3.12771, 5.54780], [-3.70690, 3.33498, 3.27604], [-2.57775, 2.29048, 1.35507], [1.67381, -0.96681, 2.05155], [1.43661, -3.40850, 2.29576], [-0.73549, -4.50001, 1.84078], [-2.66143, -3.13581, 1.09337], [-2.42321, -0.69174, 0.85802], [2.87831, 0.16721, -5.98582], [2.75271, -0.99181, -5.23218], [2.04669, -0.97412, -4.03260], [1.44753, 0.19305, -3.53962], [1.58952, 1.34162, -4.32487], [2.28864, 1.33743, -5.52719], [3.43230, 0.15955, -6.91759], [3.20282, -1.91558, -5.58003], [1.95592, -1.89955, -3.47439], [1.14905, 2.27741, -3.99592], [2.37448, 2.24990, -6.10754], [-1.55109, -1.16351, -1.98645], [-0.98531, -2.29487, -1.89710], [-1.56748, -3.32192, -2.17934], [0.21735, -2.30475, -1.49008]],
  "atomic_forces_ev_per_a": [[0.23, 0.15, -0.15], [0.01, 0.04, -0.08], [0.05, -0.02, 0.07], [-0.19, -0.01, -0.16], [0.00, -0.04, 0.00], [-0.04, -0.14, 0.17], [-0.02, 0.12, -0.04], [0.01, -0.04, 0.05], [-0.04, 0.03, 0.01], [0.02, -0.03, -0.05], [0.03, -0.01, 0.02], [-0.01, 0.02, 0.01], [0.01, 0.01, 0.06], [0.04, -0.05, 0.02], [-0.01, -0.03, -0.02], [0.01, 0.03, 0.01], [0.03, 0.00, 0.00], [-0.02, 0.02, -0.02], [-0.01, -0.04, 0.02], [-0.01, 0.02, -0.03], [-0.01, -0.01, -0.02], [0.00, 0.00, 0.01], [0.02, 0.00, 0.00], [0.00, 0.00, 0.03], [-0.01, 0.01, 0.00], [-0.01, 0.02, 0.01], [0.02, 0.01, -0.03], [0.01, 0.01, 0.00], [0.01, -0.02, 0.00], [-0.01, -0.01, 0.04], [-0.03, 0.02, 0.01], [-0.02, 0.07, -0.10], [0.04, -0.01, -0.07], [0.00, 0.01, 0.04], [0.00, -0.03, -0.02], [-0.02, 0.00, 0.00], [0.00, 0.01, 0.01], [0.00, -0.01, 0.01], [0.01, 0.01, 0.00], [0.00, 0.00, 0.01], [0.07, -0.25, 0.04], [0.02, 0.32, 0.12], [-0.04, -0.10, 0.02], [-0.14, -0.06, -0.01]]
}

Entry 2:
{
  "formula": "C15H19N3O3S2",
  "method": "ωB97M-V/def2-TZVPD",
  "total_charge": 0,
  "homo_lumo_gap_ev": 9.013,
  "smiles": "CCCc1nnc(NC(=O)CCS(=O)(=O)Cc2ccccc2)s1",
  "e_tot_ha": -1768.8216,
  "homo_ha": -0.33568,
  "fmax_ha_per_bohr": 0.3636,
  "lumo_energy_ev": -0.12,
  "species": ["C", "C", "C", "C", "N", "N", "C", "N", "C", "O", "C", "C", "S", "O", "O", "C", "C", "C", "C", "C", "C", "C", "S", "H", "H", "H", "H", "H", "H", "H", "H", "H", "H", "H", "H", "H", "H", "H", "H", "H", "H", "H"],
  "positions_angstrom": [[5.70932, 0.85855, 1.54191], [5.26745, -0.54458, 1.73825], [4.56616, -1.38655, 0.33235], [3.29268, -0.57763, 0.03354], [2.07909, -0.72975, 0.63218], [1.22431, 0.17674, -0.23267], [1.64609, 0.90816, -1.17027], [1.02811, 1.69768, -1.86510], [-0.41102, 2.29155, -1.78130], [-0.90030, 2.92926, -2.74152], [-1.10159, 1.32075, -0.76410], [-2.58629, 1.86572, -0.69787], [-3.24892, 1.50188, 1.00715], [-4.75368, 1.71855, 0.97095], [-2.47855, 2.72193, 1.71267], [-2.87219, 0.03313, 1.68402], [-3.06705, -1.02709, 0.39895], [-4.38992, -1.10112, 0.06066], [-4.44645, -1.98962, -1.06880], [-3.42842, -2.80075, -1.40535], [-2.12190, -2.51700, -1.23970], [-1.86153, -1.75401, 0.02058], [3.45496, 0.67015, -1.52495], [4.74886, 1.65804, 1.23327], [6.49492, 0.74691, 0.83562], [5.97209, 1.34729, 2.59247], [4.48859, -0.38863, 2.47084], [5.97080, -1.19889, 2.10221], [5.30180, -1.22179, -0.02858], [4.22327, -2.18462, 0.75143], [1.54086, 2.39036, -2.57398], [-0.94068, 0.30572, -0.62549], [-0.77076, 1.88698, 0.27305], [-2.81825, 2.77504, -1.20432], [-3.21633, 1.03606, -1.22894], [-1.85091, 0.02318, 1.79819], [-3.49193, -0.13066, 2.42165], [-5.09044, -0.49113, 0.20551], [-5.37984, -2.26935, -1.50313], [-3.57874, -3.59667, -2.27030], [-1.24221, -3.10891, -1.37585], [-0.96150, -1.84491, 0.48479]],
  "atomic_forces_ev_per_a": [[-2.31, 2.98, 1.21], [-4.51, 0.50, -0.68], [-14.89, 5.20, 10.05], [-0.52, -0.20, -0.71], [3.58, 3.43, -5.82], [-1.50, -1.94, 3.20], [7.14, -6.08, 4.87], [-5.35, 11.20, -8.38], [0.16, -4.74, -3.07], [2.41, -1.40, 4.31], [-2.18, 8.80, 2.71], [-1.00, -7.11, -0.70], [-1.64, 11.84, 0.40], [3.41, -1.50, 0.03], [-2.16, -4.72, -1.36], [2.28, -2.67, -6.52], [2.71, 1.55, 5.27], [6.86, -6.76, -6.23], [-2.67, 0.25, 2.60], [0.40, -2.63, -5.94], [2.73, 1.12, 6.86], [-6.77, 0.21, -4.81], [-1.58, -1.97, 3.13], [2.90, -2.60, 0.27], [1.00, 1.48, -0.67], [0.15, -1.22, -2.31], [-0.54, -1.08, 0.34], [1.88, -1.38, 0.73], [15.52, 2.32, -10.01], [-1.08, -5.54, 1.90], [-1.08, -2.52, 2.02], [0.66, -1.50, -0.71], [0.02, -1.64, -2.01], [-0.16, 1.01, 0.78], [0.88, 1.58, 0.16], [2.29, 0.07, 1.32], [-2.91, -0.92, 4.08], [-5.46, 4.83, 2.06], [-0.77, 0.22, -0.20], [-0.27, 1.58, 1.88], [-0.01, -0.69, -1.46], [2.37, 0.63, 1.42]]
}

Entry 3:
{
  "formula": "C42H82Cl2O12P",
  "method": "ωB97M-V/def2-TZVPD",
  "total_charge": 1,
  "homo_lumo_gap_ev": 8.220,
  "e_tot_ha": -3813.8307,
  "homo_ha": -0.39087,
  "fmax_ha_per_bohr": 0.0230,
  "lumo_energy_ev": -2.42,
  "species": ["C", "C", "C", "P", "C", "Cl", "C", "C", "Cl", "H", "H", "H", "H", "H", "H", "H", "H", "H", "H", "C", "C", "O", "C", "H", "H", "H", "H", "H", "H", "C", "C", "O", "C", "H", "H", "H", "H", "H", "H", "C", "C", "O", "C", "H", "H", "H", "H", "H", "H", "C", "C", "O", "C", "H", "H", "H", "H", "H", "H", "C", "C", "O", "C", "H", "H", "H", "H", "H", "H", "C", "C", "O", "C", "H", "H", "H", "H", "H", "H", "C", "C", "O", "C", "H", "H", "H", "H", "H", "H", "C", "C", "O", "C", "H", "H", "H", "H", "H", "H", "C", "C", "O", "C", "H", "H", "H", "H", "H", "H", "C", "C", "O", "C", "H", "H", "H", "H", "H", "H", "C", "C", "O", "C", "H", "H", "H", "H", "H", "H", "C", "C", "O", "C", "H", "H", "H", "H", "H", "H"],
  "positions_angstrom": [[6.62840, -2.00082, 3.34536], [7.02941, -1.24343, 2.32624], [6.91588, 0.26857, 2.25968], [5.33823, 0.87356, 2.89050], [4.00621, -0.16216, 2.32049], [4.22847, -0.85175, 0.76232], [2.91991, -0.41854, 3.05941], [1.79707, -1.32225, 2.67132], [2.76454, 0.32008, 4.60306], [7.09681, -2.96509, 3.49883], [5.83283, -1.70940, 4.02547], [7.45339, -1.71054, 1.44119], [6.96066, 0.56658, 1.21014], [7.72828, 0.73666, 2.81714], [5.09587, 2.18626, 2.48506], [5.37969, 0.80075, 4.27839], [1.67835, -1.36759, 1.59217], [2.03205, -2.30813, 3.08279], [0.88923, -0.92952, 3.12262], [-2.87045, 0.99878, 2.37784], [-1.96936, -0.17031, 2.09672], [-1.12130, -0.52374, 2.89468], [-2.15489, -0.89067, 0.78860], [-2.62462, 1.40776, 3.35655], [-2.73848, 1.76313, 1.61854], [-3.91225, 0.67734, 2.37419], [-1.99976, -0.19979, -0.03960], [-3.16871, -1.28665, 0.72131], [-1.44418, -1.71286, 0.72120], [-2.08794, 2.82418, -2.03375], [-3.41602, 2.43339, -1.44528], [-3.49564, 1.73205, -0.45789], [-4.64438, 2.95224, -2.14294], [-1.28246, 2.38751, -1.44793], [-2.01870, 2.45516, -3.05465], [-1.98667, 3.91146, -2.03106], [-4.66572, 2.59314, -3.17355], [-4.64353, 4.04327, -2.14107], [-5.53287, 2.60115, -1.62257], [6.71659, -1.07386, -1.77712], [7.71423, -2.20034, -1.88994], [8.40665, -2.49515, -0.94130], [7.79820, -2.92820, -3.20448], [6.77487, -0.66974, -0.76906], [6.93359, -0.28055, -2.49355], [5.70645, -1.44694, -1.95575], [8.07111, -2.23368, -4.00042], [6.83368, -3.37783, -3.44505], [8.55026, -3.71033, -3.13975], [-0.89741, -0.11648, -6.12465], [-0.29918, 0.26186, -4.79796], [-0.98465, 0.56755, -3.84633], [1.20912, 0.24707, -4.70021], [-1.98011, -0.06616, -6.06630], [-0.55742, 0.56425, -6.90174], [-0.59997, -1.13276, -6.38931], [1.63665, 0.94492, -5.42152], [1.58625, -0.75429, -4.91364], [1.51202, 0.53880, -3.69658], [3.53216, -3.26319, 9.31336], [3.83408, -2.27392, 8.22471], [4.91009, -1.72873, 8.11570], [2.72426, -1.98264, 7.24024], [4.40793, -3.38455, 9.94692], [2.69773, -2.90979, 9.92160], [3.27099, -4.22434, 8.86852], [1.85266, -1.57397, 7.75388], [2.43364, -2.90078, 6.72537], [3.09527, -1.25791, 6.51955], [-3.97426, 2.09238, -9.19934], [-3.05429, 0.92224, -9.44503], [-2.19635, 0.61299, -8.64925], [-3.25573, 0.15631, -10.72839], [-3.72762, 2.55632, -8.24725], [-3.86360, 2.82915, -9.99629], [-5.01122, 1.75418, -9.17546], [-3.11697, 0.81814, -11.58453], [-4.26508, -0.25623, -10.76367], [-2.53557, -0.65625, -10.78455], [-8.15857, 3.92343, 0.43811], [-7.76493, 4.89998, -0.64566], [-6.67543, 5.42573, -0.65424], [-8.79656, 5.17379, -1.70851], [-7.33579, 3.80696, 1.14004], [-9.03726, 4.29019, 0.97054], [-8.39599, 2.95236, -0.00141], [-9.69872, 5.58469, -1.26019], [-9.05748, 4.25074, -2.22703], [-8.39561, 5.88641, -2.42683], [-13.58288, 6.10475, -2.62750], [-12.61572, 4.98334, -2.91089], [-11.74080, 4.68757, -2.12771], [-12.78831, 4.24641, -4.21572], [-13.35236, 6.55052, -1.66295], [-13.50768, 6.86870, -3.40275], [-14.60415, 5.72162, -2.61007], [-12.68190, 4.93812, -5.05266], [-13.77894, 3.79158, -4.26036], [-12.03459, 3.46648, -4.29975], [-8.15834, 0.96077, -2.69168], [-9.56970, 0.68054, -3.15826], [-9.79072, 0.18542, -4.23733], [-10.68056, 1.05589, -2.20847], [-7.45310, 0.65017, -3.45912], [-8.03231, 2.02877, -2.50125], [-7.95049, 0.41204, -1.77137], [-10.64673, 2.13042, -2.00986], [-10.57416, 0.51074, -1.26912], [-11.64050, 0.80850, -2.65587], [8.68507, -6.75229, 2.77156], [7.90275, -5.67380, 2.06282], [6.69787, -5.72341, 1.96421], [8.68908, -4.52366, 1.48185], [8.00310, -7.51449, 3.14031], [9.39721, -7.21127, 2.08424], [9.23449, -6.32584, 3.61240], [9.40407, -4.88369, 0.74168], [9.23314, -4.00513, 2.27483], [8.00895, -3.82985, 0.99914], [11.02096, 1.98439, 2.75397], [10.07950, 3.03732, 2.22740], [8.87505, 2.91533, 2.31046], [10.70334, 4.25151, 1.59301], [10.45397, 1.16304, 3.18713], [11.64303, 1.60088, 1.94412], [11.66814, 2.41205, 3.52056], [11.31332, 3.95462, 0.73867], [11.33867, 4.76523, 2.31569], [9.92362, 4.93048, 1.25710], [0.18113, -7.07259, 7.31049], [1.41277, -6.24484, 7.04613], [2.14508, -5.89237, 7.94205], [1.69014, -5.87652, 5.60761], [0.09672, -7.26808, 8.37646], [-0.70832, -6.53886, 6.97197], [0.24608, -8.02152, 6.77614], [0.85833, -5.29634, 5.20365], [1.81396, -6.77828, 5.00670], [2.60263, -5.28600, 5.55257]],
  "atomic_forces_ev_per_a": [[0.16, 0.12, -0.31], [-0.26, -0.05, 0.32], [-0.77, -0.54, -0.72], [0.33, -0.53, -0.10], [0.02, 0.17, 0.33], [-0.01, 0.02, -0.22], [-0.11, -0.20, -0.40], [0.33, 0.45, 0.39], [-0.07, 0.25, -0.03], [-0.71, -0.36, -0.35], [0.58, 0.27, 0.57], [0.82, 0.15, 0.34], [0.18, 0.32, 0.11], [-0.06, 0.25, -0.14], [0.13, 0.11, 0.20], [-0.10, 0.26, 0.05], [0.06, -0.12, 0.02], [-0.20, -0.06, -0.11], [-0.12, -0.30, -0.11], [0.25, -0.03, 0.51], [-0.07, 0.00, 0.01], [-0.07, 0.07, -0.03], [0.24, -0.16, 0.10], [-0.02, -0.05, 0.02], [-0.14, -0.05, -0.13], [-0.03, 0.07, -0.18], [-0.18, 0.04, -0.02], [-0.05, 0.11, -0.09], [-0.02, -0.01, 0.03], [0.02, 0.03, 0.25], [-0.01, 0.02, -0.02], [-0.03, 0.06, -0.21], [-0.13, -0.12, 0.15], [0.00, -0.03, -0.03], [0.01, 0.09, -0.05], [-0.06, 0.01, -0.10], [0.06, 0.11, -0.04], [0.00, 0.00, -0.10], [0.00, 0.01, 0.01], [0.03, 0.01, 0.15], [0.01, 0.03, 0.04], [0.02, 0.01, -0.06], [0.17, -0.09, 0.14], [-0.04, 0.04, -0.02], [-0.06, -0.07, -0.10], [0.00, 0.05, -0.13], [-0.12, 0.01, -0.04], [-0.03, 0.09, -0.07], [0.00, 0.00, 0.00], [-0.06, 0.01, 0.37], [-0.04, -0.07, -0.06], [0.09, -0.06, -0.01], [-0.04, 0.06, 0.21], [-0.01, 0.02, -0.03], [0.06, -0.08, -0.07], [0.09, 0.05, -0.10], [0.02, -0.09, -0.08], [0.03, 0.03, -0.12], [-0.01, 0.00, 0.00], [0.33, 0.05, 0.07], [-0.04, 0.00, 0.06], [0.03, 0.00, -0.07], [0.23, 0.09, -0.04], [0.00, 0.03, 0.01], [-0.09, -0.09, -0.08], [-0.15, 0.05, 0.07], [-0.05, -0.10, -0.01], [-0.11, -0.01, 0.08], [-0.08, -0.15, 0.12], [0.12, 0.01, 0.18], [-0.02, -0.01, -0.03], [-0.07, 0.06, -0.14], [0.16, -0.11, 0.09], [0.00, 0.00, 0.00], [-0.10, -0.04, -0.06], [-0.02, 0.04, -0.11], [-0.12, 0.01, -0.02], [-0.04, 0.09, -0.07], [0.00, 0.00, 0.01], [0.21, 0.05, 0.08], [-0.03, -0.05, -0.02], [0.07, -0.01, -0.02], [0.39, 0.23, -0.04], [0.01, 0.00, -0.01], [-0.08, -0.08, -0.07], [-0.13, 0.02, 0.01], [-0.10, -0.16, -0.02], [-0.17, 0.00, 0.08], [0.02, -0.01, 0.00], [0.14, 0.01, 0.18], [-0.05, -0.01, -0.04], [-0.10, -0.07, -0.01], [0.18, -0.11, 0.10], [0.00, 0.00, 0.00], [-0.10, -0.04, -0.06], [-0.02, 0.04, -0.11], [-0.12, 0.01, -0.02], [-0.04, 0.09, -0.07], [0.00, 0.00, 0.00], [0.03, -0.08, -0.18], [0.00, -0.01, 0.06], [0.01, 0.02, -0.03], [-0.07, -0.01, -0.19], [0.00, 0.00, 0.00], [-0.01, -0.02, 0.11], [-0.01, 0.10, 0.07], [0.00, -0.02, 0.14], [0.06, 0.11, 0.06], [0.00, -0.01, -0.01], [-0.22, -0.07, 0.01], [0.05, -0.03, 0.00], [-0.03, 0.05, 0.04], [-0.23, -0.01, 0.08], [0.00, 0.00, 0.00], [0.09, 0.07, 0.04], [0.11, 0.00, -0.06], [0.09, 0.03, 0.07], [0.14, -0.06, -0.04], [0.02, -0.02, -0.04], [-0.23, -0.08, 0.04], [0.08, 0.06, -0.01], [-0.11, -0.16, 0.03], [-0.24, 0.05, -0.02], [0.01, 0.00, 0.01], [0.10, 0.07, 0.03], [0.09, 0.01, -0.08], [0.11, 0.01, 0.07], [0.10, -0.05, -0.05], [0.00, 0.00, 0.00], [0.08, 0.02, 0.20], [-0.04, -0.05, -0.02], [-0.02, 0.00, -0.07], [0.15, 0.12, 0.11], [0.01, 0.00, 0.00], [-0.01, -0.06, -0.10], [-0.07, 0.04, -0.09], [-0.05, -0.10, -0.05], [-0.10, 0.01, -0.05], [0.01, -0.02, 0.00]]
}

Question: What is the formula in the third record?
Answer: C42H82Cl2O12P